The following is a quantum chemistry calculation of C40H60Cl4GeIrN6O2P as an isolated structure, from the OMol25 dataset.

Element x y z (Å)
Ir: 0.129 -0.312 0.585
Cl: 6.287 -3.620 -0.629
C: 5.285 -2.269 -0.391
C: 5.866 -0.973 -0.221
Cl: 7.551 -0.830 -0.267
C: 5.075 0.153 -0.014
Cl: 5.856 1.649 0.323
C: 3.674 0.070 -0.034
O: 2.841 1.059 0.038
C: 3.074 -1.270 -0.133
O: 1.821 -1.467 -0.026
C: 3.932 -2.407 -0.326
Cl: 3.207 -3.950 -0.439
N: 1.829 -2.075 3.040
C: 1.327 -0.947 3.562
N: 1.624 -0.641 4.814
C: 1.060 0.474 5.285
N: 1.348 0.844 6.529
N: 0.209 1.273 4.586
C: 0.002 0.889 3.358
N: 0.529 -0.190 2.772
C: -0.915 1.715 2.515
C: -1.772 2.632 3.089
C: -2.588 3.395 2.267
C: -2.506 3.222 0.894
C: -1.631 2.281 0.391
N: -0.856 1.527 1.182
H: 2.373 -2.673 3.639
H: 1.617 -2.352 2.096
H: 1.959 0.272 7.086
H: 0.903 1.650 6.932
H: -1.775 2.735 4.166
H: -3.274 4.117 2.691
H: -3.108 3.811 0.214
H: -1.531 2.121 -0.674
C: -2.567 -1.140 -4.339
C: -3.232 -2.176 -3.442
C: -3.758 -1.533 -2.160
C: -2.702 -0.729 -1.367
C: -1.765 0.104 -2.288
C: -1.371 -0.519 -3.628
P: -1.838 -1.648 -0.004
C: -1.624 -3.402 -0.478
C: -1.271 -4.299 0.732
C: -0.578 -5.600 0.282
C: -1.069 -6.025 -1.100
C: -0.652 -4.984 -2.159
C: -0.554 -3.572 -1.558
C: -3.026 -1.581 1.413
C: -4.298 -2.425 1.241
C: -5.249 -2.165 2.415
C: -4.590 -2.424 3.791
C: -3.128 -2.849 3.650
C: -2.346 -1.854 2.793
H: -3.294 -0.361 -4.593
H: -2.245 -1.596 -5.276
H: -2.516 -2.972 -3.209
H: -4.068 -2.644 -3.962
H: -4.211 -2.296 -1.530
H: -4.562 -0.842 -2.431
H: -3.243 0.003 -0.758
H: -0.849 0.362 -1.737
H: -2.280 1.046 -2.505
H: -0.601 -1.282 -3.491
H: -0.923 0.259 -4.247
H: -2.593 -3.697 -0.892
H: -2.177 -4.542 1.288
H: -0.606 -3.762 1.417
H: -0.759 -6.382 1.019
H: 0.503 -5.448 0.240
H: -2.157 -6.132 -1.079
H: -0.670 -7.005 -1.359
H: -1.371 -4.986 -2.981
H: 0.316 -5.252 -2.589
H: -0.650 -2.826 -2.345
H: 0.417 -3.415 -1.097
H: -3.351 -0.533 1.396
H: -4.051 -3.488 1.182
H: -4.812 -2.162 0.320
H: -6.136 -2.786 2.291
H: -5.590 -1.128 2.352
H: -5.140 -3.187 4.340
H: -4.633 -1.517 4.400
H: -3.069 -3.848 3.214
H: -2.663 -2.912 4.635
H: -1.325 -2.213 2.667
H: -2.276 -0.910 3.342
C: 5.595 5.133 -1.781
C: 5.590 4.086 -2.895
C: 4.188 3.623 -3.298
C: 3.595 2.501 -2.431
Ge: 3.068 2.889 -0.594
C: 1.353 3.808 -0.600
C: 1.684 5.294 -0.845
C: 0.424 6.155 -0.987
C: -0.318 5.921 -2.302
H: 6.613 5.412 -1.505
H: 5.103 4.776 -0.870
H: 5.077 6.040 -2.101
H: 6.188 3.219 -2.598
H: 6.081 4.510 -3.773
H: 4.216 3.242 -4.320
H: 3.513 4.483 -3.317
H: 4.262 1.636 -2.426
H: 2.641 2.176 -2.857
H: 3.836 3.491 0.577
H: 0.846 3.715 0.360
H: 0.705 3.412 -1.383
H: 2.282 5.412 -1.755
H: 2.293 5.672 -0.019
H: 0.717 7.204 -0.922
H: -0.243 5.957 -0.141
H: 0.331 6.137 -3.154
H: -1.191 6.570 -2.380
H: -0.667 4.889 -2.396

Results
multiplicity = 5
energy above the lowest of the compared OMol25 structures with the same formula, charge and spin = 11.0 kcal per mole
HOMO-LUMO gap (alpha / beta) = 0.269 / 0.231 hartree
charge = +2
maximum force = 0.7 eV Å⁻¹
<S²> = 6.031

The following is a quantum chemistry calculation of C42H44N4O2RuSi as an isolated structure in a non-equilibrium geometry, from the OMol25 dataset.

Element x y z (Å)
Ru: -1.844 -0.049 -0.559
C: -1.470 2.833 1.666
C: -1.565 1.936 2.893
C: -2.144 0.556 2.555
N: -1.460 -0.221 1.533
C: -0.456 -1.018 1.853
C: 0.159 -0.975 3.133
C: 1.064 -1.822 3.749
C: 1.648 -2.993 3.298
C: 1.486 -3.547 2.034
C: 0.763 -3.101 0.949
C: -0.103 -1.986 0.784
N: -0.751 -1.766 -0.332
C: -0.930 -2.837 -1.297
C: -2.279 -2.681 -2.001
C: -3.463 -2.513 -1.033
N: -3.524 -1.132 -0.578
C: -4.630 -0.562 -0.124
C: -5.752 -1.335 0.221
C: -6.983 -0.992 0.758
C: -7.495 0.254 1.047
C: -6.856 1.471 0.834
C: -5.593 1.761 0.366
C: -4.508 0.930 -0.026
N: -3.328 1.418 -0.390
C: -3.113 2.861 -0.283
C: -2.845 3.307 1.158
H: -0.985 2.247 0.889
H: -0.824 3.689 1.881
H: -2.219 2.396 3.642
H: -0.575 1.831 3.345
H: -3.172 0.689 2.210
H: -2.195 -0.039 3.472
H: -0.159 -0.147 3.750
H: 1.345 -1.523 4.754
H: 2.294 -3.518 3.990
H: 2.038 -4.464 1.852
H: 0.904 -3.698 0.058
H: -0.931 -3.807 -0.787
H: -0.121 -2.860 -2.039
H: -2.441 -3.562 -2.628
H: -2.255 -1.806 -2.659
H: -3.347 -3.205 -0.187
H: -4.388 -2.778 -1.555
H: -5.598 -2.400 0.102
H: -7.631 -1.833 0.983
H: -8.494 0.292 1.465
H: -7.445 2.349 1.082
H: -5.406 2.822 0.300
H: -3.956 3.412 -0.710
H: -2.247 3.106 -0.887
H: -3.633 2.906 1.800
H: -2.917 4.396 1.214
C: 4.248 3.001 2.280
C: 3.202 2.118 2.515
C: 2.737 1.307 1.490
C: 3.311 1.365 0.216
C: 4.362 2.256 -0.003
C: 4.828 3.071 1.020
Si: 2.619 0.261 -1.117
C: 3.230 0.625 -2.850
C: 2.385 1.040 -3.880
C: 2.854 1.178 -5.180
C: 4.181 0.898 -5.472
C: 5.038 0.485 -4.461
C: 4.564 0.346 -3.166
C: 3.068 -1.515 -0.771
C: 2.734 -2.511 -1.694
C: 3.098 -3.831 -1.483
C: 3.825 -4.176 -0.349
C: 4.172 -3.201 0.572
C: 3.792 -1.881 0.364
H: 4.615 3.633 3.079
H: 2.751 2.056 3.497
H: 1.918 0.621 1.686
H: 4.818 2.319 -0.986
H: 5.642 3.760 0.835
H: 1.341 1.246 -3.672
H: 2.181 1.495 -5.967
H: 4.544 0.989 -6.487
H: 6.072 0.257 -4.685
H: 5.240 0.005 -2.388
H: 2.187 -2.248 -2.594
H: 2.820 -4.593 -2.201
H: 4.123 -5.204 -0.189
H: 4.734 -3.466 1.459
H: 4.066 -1.130 1.095
C: 0.919 3.185 -1.190
O: -0.178 2.283 -1.364
C: -0.209 0.999 -1.012
O: 0.964 0.356 -1.045
H: 0.718 4.026 -1.849
H: 1.882 2.761 -1.447
H: 0.938 3.520 -0.151

Results
multiplicity = 1
HOMO-LUMO gap = 0.229 hartree
charge = 0
maximum force = 2.0 eV Å⁻¹

The following is a quantum chemistry calculation of a 8-piece molecular cluster, C33H41N8O14 overall in a non-equilibrium geometry, from the OMol25 dataset.

Element x y z (Å)
N: 9.085 20.789 72.845
O: 9.466 20.655 71.718
O: 9.945 20.953 73.846
O: 7.877 20.747 73.254
C: 8.022 24.992 76.016
C: 8.061 23.431 75.833
C: 8.393 22.473 76.959
C: 8.734 23.131 78.422
C: 8.632 24.719 78.527
C: 8.320 25.503 77.266
N: 9.272 22.378 79.494
O: 8.965 21.071 79.500
O: 9.526 22.951 80.499
H: 7.487 25.802 75.201
H: 7.853 23.007 74.876
H: 8.568 21.526 76.703
H: 8.943 25.200 79.423
H: 8.413 26.447 77.131
C: 3.289 23.092 73.609
C: 2.378 23.479 74.754
C: 2.912 22.808 76.089
C: 4.013 21.727 76.069
C: 4.806 21.442 74.804
C: 4.454 22.376 73.606
N: 4.478 21.081 77.300
O: 3.966 21.549 78.407
O: 5.560 20.420 77.372
H: 2.980 23.763 72.798
H: 1.559 24.070 74.682
H: 2.414 22.790 77.044
H: 5.505 20.668 74.783
H: 5.003 22.414 72.638
C: 6.132 21.163 69.980
C: 6.942 22.438 70.410
C: 6.312 23.799 70.286
C: 4.874 23.948 69.766
C: 4.051 22.741 69.402
C: 4.855 21.336 69.485
N: 4.273 25.272 69.714
O: 4.910 26.198 70.257
O: 3.300 25.438 68.958
H: 6.502 20.134 69.884
H: 8.034 22.548 70.605
H: 6.938 24.674 70.431
H: 2.871 22.904 69.284
H: 4.434 20.446 69.169
C: 4.184 18.641 71.993
C: 3.177 17.643 71.432
C: 3.506 16.205 71.507
C: 4.772 15.709 72.274
C: 5.736 16.774 72.690
C: 5.298 18.246 72.615
N: 4.929 14.290 72.549
O: 5.977 13.966 73.140
O: 4.145 13.481 72.048
H: 3.927 19.661 72.038
H: 2.218 17.907 70.963
H: 2.730 15.377 71.133
H: 6.777 16.247 73.078
H: 5.934 18.961 72.943
C: 9.671 17.027 72.568
O: 9.211 16.019 72.114
N: 10.740 16.970 73.470
C: 11.278 18.139 74.131
C: 11.426 15.615 73.674
H: 9.344 18.070 72.324
H: 11.222 18.851 73.457
H: 12.283 18.102 74.577
H: 10.630 18.339 75.017
H: 12.316 15.693 74.224
H: 11.562 15.139 72.656
H: 10.815 15.018 74.154
C: 10.185 24.063 70.648
O: 10.440 24.275 69.500
N: 9.521 24.910 71.478
C: 9.241 24.506 72.857
C: 9.179 26.185 70.996
H: 10.476 23.098 71.105
H: 9.594 23.590 73.028
H: 8.170 24.328 72.872
H: 9.409 25.137 73.666
H: 9.005 26.150 69.887
H: 10.068 26.888 71.185
H: 8.323 26.608 71.571
C: 10.112 19.729 66.220
O: 9.176 20.156 65.582
N: 10.339 20.017 67.582
C: 10.972 19.101 68.568
C: 9.592 21.051 68.202
H: 10.958 19.056 65.874
H: 10.376 19.026 69.447
H: 12.027 19.391 68.593
H: 11.064 18.017 68.209
H: 8.585 20.818 68.333
H: 9.936 22.091 67.621
H: 10.019 21.245 69.183

Results
multiplicity = 1
energy above the lowest of the compared OMol25 structures with the same formula, charge and spin = 16.8 kcal per mole
HOMO-LUMO gap = 0.251 hartree
charge = -1
maximum force = 11.1 eV Å⁻¹

The following is a quantum chemistry calculation of C32H27N5OPRbSSe3Te as an isolated structure, from the OMol25 dataset.

Element x y z (Å)
Rb: -0.064 -0.719 -0.433
N: -3.624 -2.978 2.445
C: -3.079 -1.848 1.857
S: -1.640 -1.232 2.578
N: -3.802 -1.378 0.870
N: -3.220 -0.342 0.203
C: -3.972 0.399 -0.522
C: -5.455 0.307 -0.613
C: -6.085 0.402 -1.854
C: -7.467 0.343 -1.959
C: -8.245 0.202 -0.820
C: -7.630 0.109 0.421
C: -6.248 0.154 0.525
C: -3.281 1.469 -1.292
C: -3.900 2.701 -1.511
C: -3.206 3.692 -2.179
C: -1.924 3.424 -2.634
C: -1.390 2.167 -2.386
N: -2.043 1.214 -1.725
H: -2.959 -3.507 2.984
H: -4.231 -3.506 1.835
H: -5.478 0.517 -2.744
H: -7.935 0.408 -2.934
H: -9.325 0.159 -0.899
H: -8.231 -0.008 1.316
H: -5.767 0.055 1.487
H: -4.896 2.880 -1.127
H: -3.657 4.666 -2.330
H: -1.340 4.165 -3.163
H: -0.389 1.905 -2.722
O: 3.001 0.295 0.585
N: 2.146 1.029 1.349
C: 2.059 0.608 2.546
C: 1.187 1.271 3.520
C: 1.435 1.002 4.867
C: 0.687 1.591 5.870
C: -0.333 2.465 5.529
C: -0.601 2.723 4.193
C: 0.135 2.135 3.164
P: -0.306 2.389 1.390
C: -1.954 3.184 1.573
C: -2.996 2.367 2.025
C: -4.284 2.866 2.133
C: -4.561 4.180 1.771
C: -3.538 4.990 1.303
C: -2.242 4.495 1.206
C: 0.738 3.840 0.972
C: 1.204 3.924 -0.337
C: 1.986 4.997 -0.741
C: 2.314 5.996 0.163
C: 1.860 5.918 1.475
C: 1.077 4.845 1.875
H: 2.888 0.672 -0.341
H: 2.654 -0.246 2.870
H: 2.232 0.312 5.119
H: 0.895 1.363 6.908
H: -0.934 2.936 6.297
H: -1.417 3.388 3.944
H: -2.784 1.333 2.285
H: -5.078 2.219 2.484
H: -5.572 4.564 1.845
H: -3.745 6.013 1.010
H: -1.454 5.139 0.837
H: 0.979 3.123 -1.031
H: 2.357 5.034 -1.758
H: 2.935 6.828 -0.148
H: 2.121 6.692 2.187
H: 0.729 4.786 2.900
Se: 2.367 1.191 -2.412
Se: 2.586 -1.093 -2.954
Te: 0.347 -1.527 -4.164
Se: 0.369 -4.005 -4.249

Results
multiplicity = 1
energy above the lowest of the compared OMol25 structures with the same formula, charge and spin = 0.0 kcal per mole
HOMO-LUMO gap = 0.162 hartree
charge = -2
maximum force = 0.3 eV Å⁻¹

The following is a quantum chemistry calculation of a single C4H11NS2 molecule in a non-equilibrium geometry, from the OMol25 dataset.

Element x y z (Å)
C: -1.864 -0.751 -0.403
C: -2.131 -0.353 1.019
S: -0.777 -0.256 2.255
S: 0.507 1.348 1.808
C: 0.955 1.172 0.038
C: 1.644 -0.186 -0.172
N: 2.478 -0.319 -1.351
H: -1.357 -1.707 -0.448
H: -2.811 -0.966 -0.880
H: -1.343 0.034 -0.938
H: -2.637 0.618 1.069
H: -2.794 -0.980 1.629
H: 0.140 1.346 -0.680
H: 1.517 2.076 -0.227
H: 2.182 -0.403 0.745
H: 0.883 -0.961 -0.099
H: 3.365 0.173 -1.233
H: 2.043 0.116 -2.131

Results
multiplicity = 1
energy above the lowest of the compared OMol25 structures with the same formula, charge and spin = 17.4 kcal per mole
HOMO-LUMO gap = 0.325 hartree
charge = 0
maximum force = 2.2 eV Å⁻¹